## one
Here is C5H4N2O in the gas phase from OMol25. Energies are from ωB97M-V with the def2-TZVPD basis set.

```
! RIJCOSX wB97M-V def2-TZVPD def2/J DEFGRID3
* xyz 0 1
C 0.693 1.169 -0.327
C -1.731 -0.666 1.433
C -0.223 0.367 0.338
C -0.199 -1.121 -0.046
C 1.484 0.724 -1.335
N -1.155 0.501 1.288
N 0.521 -1.618 -0.912
O -1.316 -1.615 0.632
H 0.920 2.002 0.175
H -2.406 -0.929 2.137
H 0.943 0.271 -2.085
H 2.470 0.914 -1.299
*
```

## Properties
E_HOMO (alpha / beta), eV: -9.0851 / -8.0734
Gap between HOMO and LUMO (alpha / beta), eV: 7.8 / 6.9
Lowest unoccupied orbital energy (alpha / beta), eV: -1.30 / -1.19


## two
Here is C5H4N2O in the gas phase from OMol25. Energies are from ωB97M-V with the def2-TZVPD basis set.

```
! RIJCOSX wB97M-V def2-TZVPD def2/J DEFGRID3
* xyz 0 1
C 2.128 -1.519 -0.409
C 1.370 -0.799 0.322
C 0.663 0.324 0.907
C 1.363 1.347 0.150
N 1.715 2.159 -0.731
O -0.848 0.317 0.887
N -1.249 -0.054 -0.510
C -2.542 0.171 -0.470
H 2.420 -2.190 -1.355
H 1.034 0.180 2.015
H -3.065 0.504 0.563
H -2.990 -0.441 -1.368
*
```

## Properties
SMILES: C#C[C@@H](C#N)ON=C
E_HOMO, eV: -10.1513
Gap between HOMO and LUMO, eV: 10.5
Lowest unoccupied orbital energy, eV: 0.30


## three
Here is C5H4N2O in the gas phase from OMol25. Energies are from ωB97M-V with the def2-TZVPD basis set.

```
! RIJCOSX wB97M-V def2-TZVPD def2/J DEFGRID3
* xyz 0 1
O -2.722 -0.058 1.042
C -2.185 0.725 0.296
C -1.000 1.346 -0.223
C 0.340 0.682 0.058
C 0.381 -0.672 0.109
C -0.762 -1.464 -0.154
N -1.856 -1.025 -0.618
N -1.907 0.330 -0.981
H -1.122 2.382 -0.750
H 1.175 1.404 0.067
H 1.141 -1.087 0.611
H -0.557 -2.533 0.118
*
```

## Properties
SMILES: O=C1[C@H]2C=CC=NN12
E_HOMO, eV: -9.1284
Gap between HOMO and LUMO, eV: 8.7
Lowest unoccupied orbital energy, eV: -0.39


## four
Here is C5H4N2O in the gas phase from OMol25. Energies are from ωB97M-V with the def2-TZVPD basis set.

```
! RIJCOSX wB97M-V def2-TZVPD def2/J DEFGRID3
* xyz 0 1
O -2.231 0.141 1.059
C -1.465 0.158 -0.022
C -0.607 1.178 -0.607
C 0.627 1.241 -0.124
N 1.350 0.336 0.640
C 1.026 -0.873 0.513
C 0.026 -1.453 -0.360
N -1.208 -1.128 -0.495
H -0.813 2.172 -0.758
H 1.174 2.172 -0.200
H 1.771 -1.575 1.090
H 0.349 -2.367 -0.735
*
```

## Properties
SMILES: O=c1ccnccn1
E_HOMO, eV: -10.1645
Gap between HOMO and LUMO, eV: 9.3
Lowest unoccupied orbital energy, eV: -0.83


Most stable: four


## one
Here is C4H4N4O in the gas phase from OMol25. Energies are from ωB97M-V with the def2-TZVPD basis set.

```
! RIJCOSX wB97M-V def2-TZVPD def2/J DEFGRID3
* xyz 0 1
C 1.943 0.073 0.020
C 1.228 1.205 0.090
C -0.128 0.834 -0.242
N -1.212 1.504 -0.117
O -2.351 0.606 -0.369
C -2.194 -0.625 0.149
N -1.092 -1.254 0.132
N -0.120 -0.525 -0.566
N 1.206 -1.008 -0.413
H 3.007 -0.116 0.193
H 1.594 2.202 0.346
H -3.077 -1.037 0.600
H 1.197 -1.859 0.177
*
```

## Properties
SMILES: C1=CC2=NOC=NN2N1
E_HOMO, eV: -8.3119
Gap between HOMO and LUMO, eV: 9.2
Lowest unoccupied orbital energy, eV: 0.87


## two
Here is C4H4N4O in the gas phase from OMol25. Energies are from ωB97M-V with the def2-TZVPD basis set.

```
! RIJCOSX wB97M-V def2-TZVPD def2/J DEFGRID3
* xyz 0 1
N 1.978 2.553 -0.768
C 1.351 1.669 -0.202
C 0.716 0.614 0.635
N 0.199 -0.557 -0.188
C -1.194 -0.767 0.193
C -2.143 0.163 -0.410
N -2.635 1.054 -1.026
N 0.828 -1.740 -0.722
O 1.984 -1.695 -0.777
H -0.237 0.956 1.083
H 1.610 0.175 1.205
H -1.305 -0.762 1.300
H -1.150 -1.663 -0.322
*
```

## Properties
SMILES: N#CCN(CC#N)N=O
E_HOMO, eV: -10.6602
Gap between HOMO and LUMO, eV: 10.5
Lowest unoccupied orbital energy, eV: -0.15


Most stable: one


## one
Here is CH2O in the gas phase from OMol25. Energies are from ωB97M-V with the def2-TZVPD basis set.

```
! RIJCOSX wB97M-V def2-TZVPD def2/J DEFGRID3
* xyz 0 1
C -0.130 0.373 -0.326
O 0.208 -0.492 0.428
H -0.488 1.417 -0.186
H -0.400 0.281 -1.286
*
```

## Properties
SMILES: C=O
E_HOMO, eV: -10.2415
Gap between HOMO and LUMO, eV: 11.0
Lowest unoccupied orbital energy, eV: 0.75


## two
Here is CH2O in the gas phase from OMol25. Energies are from ωB97M-V with the def2-TZVPD basis set.

```
! RIJCOSX wB97M-V def2-TZVPD def2/J DEFGRID3
* xyz 0 1
C -0.039 0.058 -0.013
O 0.088 -0.261 1.180
H -0.770 0.636 -0.471
H 0.721 -0.432 -0.696
*
```

## Properties
SMILES: C=O
E_HOMO, eV: -10.3187
Gap between HOMO and LUMO, eV: 10.9
Lowest unoccupied orbital energy, eV: 0.62


Most stable: two


## one
Here is C3H4ClF in the gas phase from OMol25. Energies are from ωB97M-V with the def2-TZVPD basis set.

```
! RIJCOSX wB97M-V def2-TZVPD def2/J DEFGRID3
* xyz 0 1
F 1.849 -1.060 -0.395
C 1.201 0.133 0.121
C -0.141 -0.217 0.083
C -1.273 0.349 -0.315
Cl -2.604 -0.663 -0.112
H 1.841 0.195 0.988
H 1.314 0.947 -0.596
H -0.620 -1.012 0.962
H -1.568 1.330 -0.736
*
```

## Properties
SMILES: FC/C=C/Cl
E_HOMO, eV: -9.7916
Gap between HOMO and LUMO, eV: 10.4
Lowest unoccupied orbital energy, eV: 0.62


## two
Here is a molecular structure, C3H4ClF from OMol25. Energies are from ωB97M-V with the def2-TZVPD basis set.

```
! RIJCOSX wB97M-V def2-TZVPD def2/J DEFGRID3
* xyz 0 1
C -0.253 -0.770 -0.067
C -0.782 0.576 -0.581
C 0.742 -0.049 0.608
F -1.766 1.170 0.122
Cl 2.291 0.294 -0.196
H -0.793 -1.317 0.624
H 0.084 -1.270 -0.883
H -0.103 1.199 -1.249
H 0.581 0.166 1.622
*
```

## Properties
E_HOMO, eV: -8.0717
Gap between HOMO and LUMO, eV: 9.0
Lowest unoccupied orbital energy, eV: 0.90


Most stable: one


## one
Here is C3H4ClF in the gas phase from OMol25. Energies are from ωB97M-V with the def2-TZVPD basis set.

```
! RIJCOSX wB97M-V def2-TZVPD def2/J DEFGRID3
* xyz 0 1
C -0.270 1.588 -0.026
C -0.054 0.049 -0.086
Cl 1.682 -0.320 0.022
C -0.959 -0.922 -0.028
F -2.131 -0.309 0.060
H -0.079 1.961 0.997
H 0.570 1.949 -0.504
H -1.204 2.076 -0.422
H -0.997 -2.046 -0.150
*
```

## Properties
SMILES: C/C(Cl)=C\F
E_HOMO, eV: -9.3616
Gap between HOMO and LUMO, eV: 10.4
Lowest unoccupied orbital energy, eV: 1.00


## two
Here is C3H4ClF in the gas phase from OMol25. Energies are from ωB97M-V with the def2-TZVPD basis set.

```
! RIJCOSX wB97M-V def2-TZVPD def2/J DEFGRID3
* xyz 0 1
F -1.978 -0.066 0.630
C -0.906 -1.038 0.338
C 0.129 0.274 -0.455
C 1.343 0.900 -0.396
Cl 2.421 0.143 0.727
H -1.673 -1.445 -0.177
H -0.324 -1.450 1.141
H -0.627 0.814 -1.044
H 1.614 1.867 -0.764
*
```

## Properties
SMILES: FC/C=C\Cl
E_HOMO, eV: -9.6283
Gap between HOMO and LUMO, eV: 10.5
Lowest unoccupied orbital energy, eV: 0.86


## three
Here is C3H4ClF in the gas phase from OMol25. Energies are from ωB97M-V with the def2-TZVPD basis set.

```
! RIJCOSX wB97M-V def2-TZVPD def2/J DEFGRID3
* xyz 0 1
C -0.453 -0.969 -0.383
C -0.346 0.195 0.570
C 0.659 0.919 0.241
F 1.554 0.612 -0.722
Cl 1.021 2.474 0.783
H 0.195 -0.889 -1.297
H 0.017 -1.822 0.191
H -1.505 -0.976 -0.714
H -1.143 0.457 1.331
*
```

## Properties
SMILES: C/C=C(\F)Cl
E_HOMO, eV: -9.5261
Gap between HOMO and LUMO, eV: 10.5
Lowest unoccupied orbital energy, eV: 0.97


Most stable: three


## one
Here is C6H14N2 in the gas phase from OMol25. Energies are from ωB97M-V with the def2-TZVPD basis set.

```
! RIJCOSX wB97M-V def2-TZVPD def2/J DEFGRID3
* xyz 0 1
C 1.730 -1.197 -0.820
N 0.867 -1.399 0.100
C -0.341 -0.555 0.149
C -1.137 -1.045 1.396
C -1.211 -0.889 -1.087
N -0.101 0.883 0.366
C -0.214 1.773 -0.777
C 1.077 1.185 1.176
H 2.631 -1.830 -0.866
H 1.652 -0.409 -1.585
H -2.188 -1.247 1.160
H -0.708 -1.959 1.824
H -1.149 -0.303 2.205
H -0.715 -0.623 -2.027
H -1.423 -1.964 -1.136
H -2.175 -0.367 -1.055
H 0.500 1.537 -1.571
H -0.044 2.813 -0.475
H -1.226 1.754 -1.194
H 1.204 0.479 2.004
H 0.974 2.176 1.631
H 1.997 1.185 0.581
*
```

## Properties
SMILES: C=NC(C)(C)N(C)C
E_HOMO, eV: -8.2777
Gap between HOMO and LUMO, eV: 9.3
Lowest unoccupied orbital energy, eV: 1.00


## two
Here is 2 unconnected molecules or ions with the total composition C6H14N2 from OMol25. Energies are from ωB97M-V with the def2-TZVPD basis set.

```
! RIJCOSX wB97M-V def2-TZVPD def2/J DEFGRID3
* xyz 0 1
C -2.795 1.110 -2.197
C -2.959 0.875 -0.907
N -2.048 0.146 -0.118
C -1.796 -1.048 -0.441
H -1.999 0.691 -2.803
H -3.456 1.746 -2.771
H -3.753 1.330 -0.327
H -1.074 -1.650 0.091
H -2.333 -1.555 -1.250
C 2.430 -0.257 1.937
C 1.255 -0.252 0.938
C 1.318 1.003 0.085
N 1.279 -1.443 0.077
H 2.358 0.607 2.599
H 2.424 -1.165 2.541
H 3.362 -0.193 1.373
H 0.323 -0.285 1.507
H 0.403 1.079 -0.500
H 1.384 1.870 0.741
H 2.192 1.014 -0.570
H 1.450 -2.305 0.579
H 2.036 -1.320 -0.588
*
```

## Properties
SMILES: C=CN=C.CC(C)N
E_HOMO, eV: -9.0455
Gap between HOMO and LUMO, eV: 10.2
Lowest unoccupied orbital energy, eV: 1.12


Most stable: one